[1]
Entry from the OMol25 dataset: an isolated ion of composition C4H4NO and charge +1 in a non-equilibrium geometry (wB97M-V/def2-TZVPD).

The geometry in XYZ format:
```
10
Properties=species:S:1:pos:R:3:forces:R:3
C -0.8820 0.3629 -0.4243 -1.00 0.44 1.19
N 0.3190 0.3226 0.0202 2.15 -1.01 -1.50
C 1.0315 -0.8998 0.6876 0.08 1.54 -1.20
C 0.5250 -1.6206 1.6035 -1.82 -1.34 2.48
C -0.0786 -2.1600 2.6564 -0.21 -0.45 1.34
O -0.5259 -2.6247 3.6439 1.23 1.32 -3.07
H -1.5004 1.1785 -0.7860 1.48 1.02 -0.83
H -1.6583 -0.3704 -0.2694 0.75 -1.33 0.74
H 1.1399 0.9149 -0.3733 -2.38 -0.19 0.97
H 2.0585 -0.9323 0.3188 -0.28 0.00 -0.10
```
Forces are in eV/Å.

## Properties
Total charge   +1
SMILES string   C=[NH+]C=C=C=O

natural (NBO) population analysis, charges in e, atoms 1 to 6:
1 C 0.14
2 N -0.45
3 C 0.05
4 C -0.34
5 C 0.74
6 O -0.33

[2]
Entry from the OMol25 dataset: a 2-piece molecular cluster, C4H4NO3PS overall in a non-equilibrium geometry (wB97M-V/def2-TZVPD).

The geometry in XYZ format:
```
14
Properties=species:S:1:pos:R:3:forces:R:3
C 1.6371 0.5519 0.1287 1.67 0.73 0.36
C 1.8585 -0.3201 1.2562 0.75 1.02 0.13
C 0.4945 0.2987 -0.6057 -1.10 1.64 -1.76
C 1.4047 -1.6097 1.3057 0.90 3.30 -2.27
N -0.1286 -0.8383 -0.6544 -1.21 -0.26 -0.88
O -2.7615 1.5010 0.2416 0.44 0.45 -0.40
O -2.6859 1.4824 -2.4071 0.31 -0.25 1.42
O -3.6216 -0.4930 -1.0677 0.03 -0.12 -0.16
P -2.9142 0.8137 -1.0675 -1.08 -0.12 -0.84
S 0.7718 -2.2259 -0.1734 -0.30 0.42 -0.66
H 2.1841 1.5326 0.0167 -0.85 -1.08 0.47
H 2.3511 0.2512 2.0990 -0.52 -1.20 -0.36
H -0.0267 1.2333 -1.1910 1.01 -2.29 1.46
H 1.4366 -2.1777 2.1189 -0.06 -2.25 3.50
```
Forces are in eV/Å.

## Properties
Total charge   -2

natural (NBO) population analysis, charges in e, atoms 1 to 6:
1 C -0.56
2 C -0.19
3 C 0.07
4 C -0.56
5 N -0.73
6 O -1.14

[3]
Entry from the OMol25 dataset: the molecule C4H4O (wB97M-V/def2-TZVPD).

The geometry in XYZ format:
```
9
Properties=species:S:1:pos:R:3:forces:R:3
C -1.2127 0.9463 -0.6209 -0.08 -0.07 0.15
C -0.7530 0.2007 0.3478 0.13 0.05 -0.21
C 0.0980 -0.5527 0.9886 -0.20 0.16 -0.10
C 1.2490 -0.7384 0.0343 0.60 0.11 0.10
O 2.3538 -0.2949 0.2209 -0.42 -0.52 0.03
H -1.9177 0.5609 -1.3461 -0.15 0.08 0.09
H -0.8528 1.9656 -0.7271 -0.18 -0.05 0.04
H 0.0911 -0.8732 2.0245 0.04 0.15 -0.17
H 0.9442 -1.2144 -0.9219 0.26 0.09 0.07
```
Forces are in eV/Å.

## Properties
SMILES string   C=C=CC=O

natural (NBO) population analysis, charges in e, atoms 1 to 6:
1 C -0.47
2 C 0.12
3 C -0.40
4 C 0.43
5 O -0.51
6 H 0.23

Relative energy (zero: lowest compared OMol25 entry of this formula, charge and spin), record by record: 30.9; 10.9; 40.6 kcal/mol